# 1
Below is a gas-phase ion, C5H8N (charge +1) in a non-equilibrium geometry, with properties calculated with ωB97M-V with the def2-TZVPD basis set.

Values from the calculation:
HOMO level = -15.23 eV
Spin multiplicity = 1
Kohn-Sham gap = 9.2 eV
LUMO level = -5.9970 eV
Relative energy (zero: lowest compared OMol25 entry of this formula, charge and spin) = 633.30 kJ/mol
Strongest force on any atom = 2.86 eV Å⁻¹
Charge = +1

Last column: natural (NBO) charge in e.
Geometry (Å):
C -0.731 -0.679 -1.417  0.4309
C -0.108 -0.688 -0.158  -0.1646
C -0.413 -1.582 1.038  -0.3129
C 0.909 -0.956 0.890  -0.3670
C 0.257 1.680 -1.128  -0.4218
N -0.661 0.592 -0.641  -0.4664
H -0.989 -1.105 1.886  0.2540
H -0.717 -2.647 0.908  0.2849
H 1.850 -1.576 0.732  0.2929
H 0.936 -0.096 1.688  0.2722
H -0.404 2.328 -1.664  0.2443
H 0.502 2.324 -0.297  0.2374
H 1.180 1.405 -1.595  0.2550
H -1.612 0.998 -0.244  0.4611



# 2
Below is a molecular structure, C25H23FeN2O in a non-equilibrium geometry, with properties calculated with ωB97M-V with the def2-TZVPD basis set.

Values from the calculation:
HOMO level (spin up / spin down) = -0.83 / -2.49 eV
Spin multiplicity = 5
Kohn-Sham gap (spin up / spin down) = 3.4 / 4.7 eV
LUMO level (spin up / spin down) = 2.6115 / 2.1704 eV
Strongest force on any atom = 2.32 eV Å⁻¹
Charge = -1

Last column: natural (NBO) charge in e.
Geometry (Å):
C 1.382 -0.693 2.670  -0.3351
N 2.395 0.117 2.658  -0.1225
N 3.289 0.884 2.647  -0.3492
C 0.058 -0.215 2.671  0.0613
C -1.042 -1.089 2.681  -0.2917
C -2.320 -0.594 2.693  -0.2109
C -2.539 0.772 2.695  -0.3215
C -1.469 1.649 2.682  -0.2028
C -0.185 1.169 2.668  -0.2799
H 1.576 -1.749 2.690  0.1262
H -0.869 -2.151 2.683  0.1860
H -3.158 -1.270 2.704  0.1873
H -3.546 1.155 2.709  0.1857
H -1.646 2.713 2.685  0.1908
H 0.658 1.839 2.660  0.2133
C 1.798 4.236 -3.542  -0.2494
O 0.708 3.406 -3.213  -0.4949
C 1.051 2.178 -2.699  0.2943
C 0.011 1.353 -2.215  -0.2580
C 0.269 0.162 -1.604  -0.1513
C 1.594 -0.309 -1.466  -0.1177
C 1.887 -1.466 -0.694  -0.1338
C 3.116 -2.162 -0.690  -0.1238
C 3.682 -2.956 0.442  -0.2696
C 4.913 -3.501 0.032  -0.3187
C 5.169 -3.100 -1.363  -0.2814
C 4.108 -2.286 -1.799  -0.3327
Fe 3.359 -4.162 -1.213  0.7107
C 1.659 -4.917 -2.180  -0.3297
C 1.506 -5.053 -0.745  -0.2827
C 2.593 -5.878 -0.253  -0.3433
C 3.421 -6.252 -1.384  -0.3051
C 2.842 -5.660 -2.577  -0.3505
C 2.626 0.488 -2.007  -0.1155
C 2.371 1.690 -2.595  -0.3277
H 1.414 5.200 -3.875  0.1890
H 2.422 4.395 -2.662  0.1818
H 2.380 3.797 -4.352  0.1684
H -0.999 1.709 -2.314  0.2164
H -0.540 -0.438 -1.225  0.2173
H 1.148 -1.781 0.023  0.2215
H 3.245 -3.026 1.438  0.2512
H 5.613 -4.035 0.676  0.2330
H 6.058 -3.356 -1.947  0.2298
H 4.002 -1.850 -2.795  0.2386
H 0.985 -4.380 -2.848  0.2387
H 0.696 -4.630 -0.147  0.2428
H 2.751 -6.176 0.787  0.2357
H 4.320 -6.873 -1.347  0.2309
H 3.216 -5.768 -3.596  0.2311
H 3.644 0.163 -1.884  0.2091
H 3.190 2.283 -2.955  0.2084